# 1
Molecular formula: C18H32AgF6O24PS5
Method: DFT, ωB97M-V with the def2-TZVPD basis set

Element x y z (Å)
O (-5.000, -0.236, -2.350)
H (-0.808, -0.874, 4.298)
O (4.150, -5.673, 2.405)
S (-0.161, -3.907, 4.357)
H (1.329, -2.515, -2.257)
H (-2.070, -0.463, 1.140)
S (-4.688, 0.422, 3.161)
H (-0.523, -2.198, -2.274)
O (-5.946, 0.063, 2.552)
C (0.267, 4.053, 1.721)
S (-4.314, -1.736, -2.428)
C (3.410, 5.772, -0.535)
C (-4.147, 0.818, -2.845)
H (0.322, -5.959, 0.333)
F (1.131, -1.250, 0.271)
F (-0.026, 0.221, -1.041)
O (-2.830, -1.037, -2.366)
H (1.172, -1.645, 5.249)
F (1.306, 1.908, -0.330)
O (-4.087, 1.699, 2.385)
C (1.379, -5.688, 0.317)
C (-2.823, 0.145, -3.146)
O (-0.332, 5.532, -0.026)
H (-0.318, -1.222, 2.578)
H (1.762, -6.086, -0.626)
H (-0.091, 3.643, -0.534)
H (0.793, -3.846, 0.920)
C (4.246, 3.610, -0.621)
H (-3.526, 1.706, 0.384)
O (0.488, 5.375, 2.210)
O (-1.625, -3.206, -5.342)
H (-1.511, 3.958, 0.490)
H (-4.121, 1.740, -2.264)
H (1.862, -3.778, -0.550)
C (2.119, -6.433, 1.414)
H (4.115, 6.556, -0.825)
C (3.567, 3.795, -1.949)
O (-4.497, -2.496, -1.225)
Ag (4.574, 0.214, -0.153)
H (-4.755, 1.050, -3.726)
C (3.156, -5.429, 1.785)
C (-0.336, -1.570, 3.604)
H (-2.199, 1.813, 1.539)
O (-1.589, 6.734, 1.698)
C (1.716, -4.181, 0.444)
P (1.174, 0.320, 0.026)
O (0.744, -3.204, -6.141)
H (-3.823, -0.544, 0.637)
O (0.158, -3.389, -3.671)
O (-3.462, -0.565, 2.685)
H (1.838, -1.295, 3.564)
O (-4.519, -2.329, -3.704)
O (4.034, 4.688, 0.161)
H (1.199, 3.554, 1.451)
C (1.076, -1.772, 4.172)
C (-0.444, 4.170, 0.345)
H (1.761, -0.980, -4.026)
H (0.508, -0.128, -3.247)
H (-2.682, -0.056, -4.207)
H (3.016, 2.975, -2.401)
H (-2.012, 0.746, -2.736)
C (-3.096, -0.187, 1.365)
S (-0.251, -2.866, -5.156)
H (-0.285, 3.497, 2.472)
O (-4.614, 0.630, 4.582)
H (1.544, -6.923, 2.194)
O (4.844, 2.657, -0.194)
O (-1.039, -2.809, 3.521)
F (2.464, 0.544, 1.017)
C (0.713, -1.081, -3.728)
H (1.817, 4.737, -1.492)
H (2.814, 5.784, -2.620)
O (1.252, -3.206, 4.067)
O (2.928, -4.222, 1.222)
C (-3.165, 1.351, 1.348)
C (2.804, 5.125, -1.757)
H (2.641, -7.246, 0.907)
H (2.678, 6.279, 0.090)
F (0.215, 0.700, 1.299)
O (-0.128, -1.305, -4.851)
O (0.674, 7.547, 0.907)
C (0.431, -2.230, -2.796)
O (-0.438, -3.757, 5.774)
F (2.300, 0.121, -1.175)
O (-0.324, -5.169, 3.707)
H (4.364, 3.926, -2.696)
S (-0.252, 6.511, 1.245)

Its total energy is -152093.71054 eV. The HOMO-LUMO gap comes out at 7.71 eV. The calculation puts the energy relative to the best compared isomer or geometry (same formula, charge and spin) at 1.311 eV. As for the LUMO energy: -2.6 eV.

Let us look at the Löwdin charges, expressed in e, one per atom:
1. O -0.21
2. H 0.14
3. O 0.12
4. S 0.65
5. H 0.11
6. H 0.11
7. S 0.68
8. H 0.12
9. O -0.22
10. C -0.16
11. S 0.68
12. C -0.13
13. C -0.15
14. H 0.12
15. F -0.11
16. F -0.13
17. O -0.23
18. H 0.13
19. F -0.17
20. O -0.19
21. C -0.15
22. C -0.19
23. O -0.22
24. H 0.09
25. H 0.11
26. H 0.11
27. H 0.12
28. C -0.46
29. H 0.12
30. O -0.19
31. O -0.22
32. H 0.12
33. H 0.12
34. H 0.10
35. C -0.08
36. H 0.13
37. C -0.07
38. O -0.21
39. Ag 0.87
40. H 0.13
41. C -0.50
42. C -0.18
43. H 0.10
44. O -0.21
45. C -0.14
46. P 0.22
47. O -0.23
48. H 0.12
49. O -0.20
50. O -0.19
51. H 0.13
52. O -0.20
53. O 0.06
54. H 0.11
55. C -0.12
56. C -0.17
57. H 0.14
58. H 0.11
59. H 0.13
60. H 0.12
61. H 0.12
62. C -0.17
63. S 0.63
64. H 0.13
65. O -0.22
66. H 0.13
67. O 0.04
68. O -0.18
69. F -0.21
70. C -0.19
71. H 0.10
72. H 0.13
73. O -0.22
74. O 0.03
75. C -0.15
76. C -0.12
77. H 0.13
78. H 0.11
79. F -0.14
80. O -0.19
81. O -0.23
82. C -0.14
83. O -0.23
84. F -0.22
85. O -0.22
86. H 0.13
87. S 0.67


# 2
Molecular formula: C18H32BrN4O2PS
Method: DFT, ωB97M-V with the def2-TZVPD basis set

Element x y z (Å)
C (-2.336, 0.024, 5.836)
O (2.420, -3.036, -2.253)
C (-2.476, 0.472, -2.846)
N (2.326, -1.221, -4.866)
H (4.409, -0.067, -6.069)
H (0.543, -1.390, -7.988)
H (-3.099, -1.742, 2.971)
H (2.492, 2.295, -5.371)
H (-1.621, 2.665, 6.069)
H (1.977, -3.262, -3.122)
H (4.220, 0.678, -3.427)
H (0.539, -1.018, 2.641)
H (1.193, 0.286, -6.086)
H (-3.642, -0.121, 3.368)
H (-2.120, -2.035, 5.201)
C (0.571, -0.033, -3.385)
H (-0.122, -1.211, 6.190)
Br (2.090, -0.491, -0.198)
H (-0.731, -2.148, 2.175)
H (-3.133, 0.779, 5.794)
H (-2.006, 2.870, -2.912)
C (-2.783, -1.183, 5.020)
H (3.548, 1.111, -7.291)
N (-0.965, 0.862, 3.863)
C (3.444, 0.602, -6.228)
N (-0.283, -1.265, -3.234)
C (-0.997, 0.646, 5.352)
H (-2.453, -1.935, -2.910)
C (-0.445, -1.404, 2.931)
H (0.766, 2.481, -3.437)
H (-3.629, 0.547, -2.644)
C (-0.783, 1.966, 6.167)
H (-0.762, 0.598, 1.108)
C (3.114, 1.012, -3.729)
H (-0.695, 1.749, 7.241)
C (2.196, -0.336, -3.646)
C (-2.828, -0.841, 3.535)
H (-0.333, -1.960, 3.863)
H (-2.253, -0.268, 6.892)
H (2.833, 1.866, -2.977)
N (3.247, 1.620, -5.118)
C (-1.516, 1.813, -3.014)
H (4.147, 2.189, -5.092)
C (-1.685, 0.161, 1.519)
C (0.092, 1.532, -3.326)
H (-3.781, -1.498, 5.351)
H (0.887, -0.462, 4.942)
O (-1.736, 2.005, 3.579)
P (2.923, -1.372, -2.164)
C (-1.490, -0.260, 3.011)
H (1.643, -2.008, -4.878)
C (-1.738, -0.983, -2.997)
S (1.934, -1.496, -7.685)
C (0.204, -0.254, 5.771)
C (2.152, -0.420, -6.165)
H (0.133, 2.482, 5.858)
H (-1.945, -0.705, 0.895)
H (-2.497, 0.885, 1.387)
H (0.838, 0.225, 6.528)

Its total energy is -119390.20049 eV. Its spin multiplicity is 2. The HOMO-LUMO gap (alpha / beta) comes out at 6.98 / 7.57 eV. The expectation value of S² is 0.755. As for the net charge: +1. As for the LUMO energy (alpha / beta): -3.5 / -3.5 eV.

Let us look at the Löwdin charges, expressed in e, one per atom:
1. C -0.14
2. O -0.37
3. C -0.02
4. N -0.08
5. H 0.17
6. H -0.08
7. H 0.12
8. H 0.18
9. H 0.07
10. H 0.06
11. H 0.15
12. H 0.06
13. H 0.13
14. H 0.12
15. H 0.10
16. C -0.20
17. H 0.08
18. Br 0.25
19. H 0.09
20. H 0.12
21. H 0.10
22. C -0.19
23. H 0.16
24. N -0.03
25. C -0.13
26. N 0.03
27. C -0.46
28. H 0.12
29. C -0.05
30. H 0.07
31. H 0.10
32. C -0.05
33. H 0.06
34. C -0.13
35. H 0.09
36. C -0.57
37. C -0.14
38. H 0.07
39. H 0.13
40. H 0.15
41. N 0.01
42. C 0.00
43. H 0.20
44. C -0.06
45. C -0.02
46. H 0.12
47. H 0.07
48. O -0.03
49. P 0.66
50. C -0.48
51. H 0.09
52. C -0.07
53. S 0.72
54. C -0.03
55. C -0.64
56. H 0.09
57. H 0.08
58. H 0.07
59. H 0.08


# 3
Molecular formula: C18H32MoN2O3S4
Method: DFT, ωB97M-V with the def2-TZVPD basis set

Element x y z (Å)
S (2.644, 1.736, -2.126)
S (-0.051, -0.509, 2.026)
C (4.054, 0.735, -1.614)
C (-1.594, -2.652, 0.100)
H (3.496, 2.586, 0.755)
H (-5.390, -0.116, 0.189)
H (-1.869, -2.153, 1.019)
H (-3.821, 1.830, -1.549)
H (0.729, -2.089, -3.602)
H (3.187, -2.401, 1.627)
C (1.230, -1.778, 2.181)
C (-3.501, 0.863, 0.376)
O (0.425, -0.421, -2.411)
C (2.681, 3.175, 0.340)
H (-4.906, 2.354, -0.258)
C (-3.880, 2.069, -0.488)
H (-0.419, 1.467, 3.186)
H (2.538, 1.209, 2.369)
H (4.959, 1.345, -1.613)
H (-3.230, 0.353, 2.475)
H (-3.234, 2.921, -0.279)
H (0.761, 0.463, 4.012)
C (2.786, 3.262, -1.176)
C (-1.888, -3.981, -0.100)
C (-0.073, -1.577, -3.069)
N (-2.104, 0.561, 0.063)
Mo (-0.557, 0.267, -0.441)
C (3.932, 0.014, -0.278)
C (1.611, 1.768, 2.498)
C (-3.557, 1.196, 1.865)
H (0.678, 0.297, -3.012)
H (-4.099, -1.211, 0.673)
C (0.497, 0.889, 3.042)
H (1.797, 2.551, 3.234)
C (-1.520, -4.570, -1.302)
H (-0.604, -4.216, -3.214)
H (0.771, -2.665, 1.743)
H (-4.216, -0.647, -1.014)
H (-0.858, -1.305, -3.781)
H (4.177, 0.011, -2.421)
C (-4.341, -0.362, 0.031)
H (3.109, -0.717, 2.133)
H (1.327, -1.971, 3.252)
H (-4.587, 1.426, 2.135)
H (4.777, -0.666, -0.161)
O (-0.560, 1.824, -1.599)
S (2.407, -0.967, -0.142)
H (-2.950, 2.074, 2.087)
N (-0.965, -1.896, -0.824)
C (2.585, -1.492, 1.572)
H (-1.731, -5.614, -1.492)
O (-0.280, 2.505, -2.648)
H (2.767, 4.183, 0.748)
S (1.105, 2.487, 0.925)
H (2.004, 3.906, -1.583)
C (-0.894, -3.797, -2.260)
H (3.951, 0.712, 0.557)
C (-0.645, -2.459, -2.003)
H (-2.399, -4.538, 0.672)
H (3.738, 3.733, -1.425)

Its total energy is -73487.40094 eV. Its spin multiplicity is 3. The HOMO-LUMO gap (alpha / beta) comes out at 7.86 / 7.02 eV. The expectation value of S² is 2.011. As for the net charge: +2. The calculation puts the energy relative to the best compared isomer or geometry (same formula, charge and spin) at 1.193 eV. As for the LUMO energy (alpha / beta): -6.3 / -7.2 eV.

Let us look at the Löwdin charges, expressed in e, one per atom:
1. S 0.89
2. S 0.84
3. C -0.50
4. C -0.15
5. H 0.07
6. H 0.11
7. H 0.08
8. H 0.09
9. H 0.15
10. H 0.10
11. C -0.47
12. C -0.64
13. O -0.26
14. C -0.47
15. H 0.11
16. C -0.02
17. H 0.08
18. H 0.06
19. H 0.10
20. H 0.08
21. H 0.09
22. H 0.10
23. C -0.50
24. C -0.01
25. C -0.12
26. N -0.17
27. Mo 1.52
28. C -0.49
29. C -0.50
30. C -0.03
31. H 0.06
32. H 0.08
33. C -0.47
34. H 0.11
35. C 0.01
36. H 0.14
37. H 0.08
38. H 0.09
39. H 0.16
40. H 0.08
41. C -0.02
42. H 0.07
43. H 0.10
44. H 0.11
45. H 0.10
46. O -0.50
47. S 0.86
48. H 0.09
49. N -0.02
50. C -0.50
51. H 0.13
52. O -0.05
53. H 0.10
54. S 0.88
55. H 0.08
56. C 0.03
57. H 0.05
58. C -0.23
59. H 0.13
60. H 0.10


# 4
Molecular formula: C18H32N2O2
Method: DFT, ωB97M-V with the def2-TZVPD basis set

Element x y z (Å)
H (-1.873, 3.663, -4.390)
H (2.358, 0.228, 0.358)
C (2.996, -3.583, 1.593)
H (-0.907, 3.120, -1.912)
H (2.324, -1.656, 4.206)
H (-1.624, 2.278, 0.299)
H (-4.907, 3.392, -4.609)
H (0.496, -2.702, 3.605)
H (0.658, 1.899, 1.407)
C (-2.890, 3.995, -4.169)
H (1.258, -5.733, 1.500)
H (0.320, -5.178, 0.109)
H (-3.737, 2.921, -5.848)
C (2.460, 0.323, 2.475)
H (4.261, -0.228, 3.482)
H (-0.215, -3.071, 1.280)
C (-3.894, 3.014, -4.771)
C (1.057, -3.399, 2.976)
H (-2.375, 4.748, -2.197)
C (0.944, -4.848, 0.941)
N (2.190, -2.692, 2.409)
C (-0.044, 0.971, -0.361)
H (-3.735, 0.843, -2.084)
H (2.791, -4.773, -0.187)
H (1.859, -3.269, -0.198)
C (-1.599, 2.275, -1.868)
H (-4.895, 2.153, -2.338)
C (1.700, 0.034, 1.210)
H (-2.769, 1.232, -4.335)
H (-4.508, 0.962, -4.459)
C (0.157, -3.919, 1.858)
H (-0.697, -4.440, 2.292)
H (3.375, -4.433, 2.191)
C (3.569, -0.665, 2.761)
C (2.971, -1.948, 3.375)
H (-3.024, 4.990, -4.598)
H (-1.312, 1.573, -2.660)
H (-0.362, 0.503, 1.703)
C (-3.088, 4.056, -2.650)
O (2.194, 1.231, 3.225)
H (3.792, -2.555, 3.787)
H (1.382, -4.246, 3.608)
N (-2.958, 2.767, -2.000)
H (4.104, -0.910, 1.845)
H (-4.098, 4.424, -2.436)
C (0.441, 0.881, 1.067)
C (-1.420, 1.579, -0.512)
C (-3.747, 1.654, -4.095)
C (2.174, -4.110, 0.422)
H (-2.144, 0.763, -0.431)
H (3.858, -3.027, 1.217)
C (-3.883, 1.808, -2.574)
H (1.477, -1.037, 1.205)
O (0.611, 0.592, -1.300)

Its total energy is -26260.61797 eV. The HOMO-LUMO gap comes out at 8.83 eV. The SMILES is O=C(CCC(=O)CCN1CCCCC1)CCN1CCCCC1. The calculation puts the energy relative to the best compared isomer or geometry (same formula, charge and spin) at 0.975 eV. As for the LUMO energy: 0.8 eV.

Let us look at the Löwdin charges, expressed in e, one per atom:
1. H 0.11
2. H 0.13
3. C -0.19
4. H 0.13
5. H 0.13
6. H 0.12
7. H 0.11
8. H 0.12
9. H 0.13
10. C -0.19
11. H 0.11
12. H 0.11
13. H 0.11
14. C -0.40
15. H 0.12
16. H 0.11
17. C -0.21
18. C -0.20
19. H 0.12
20. C -0.21
21. N -0.21
22. C -0.40
23. H 0.11
24. H 0.11
25. H 0.11
26. C -0.19
27. H 0.12
28. C -0.11
29. H 0.10
30. H 0.11
31. C -0.18
32. H 0.11
33. H 0.13
34. C -0.09
35. C -0.18
36. H 0.11
37. H 0.12
38. H 0.13
39. C -0.20
40. O 0.09
41. H 0.12
42. H 0.13
43. N -0.18
44. H 0.11
45. H 0.12
46. C -0.11
47. C -0.10
48. C -0.19
49. C -0.18
50. H 0.12
51. H 0.12
52. C -0.19
53. H 0.11
54. O 0.09